Run w
Here is an isolated ion of composition C4H13N3 and charge +2 from OMol25. Energies are from wB97M-V/def2-TZVPD.

Computed properties:
Net charge: +2
Structure (SMILES): C/[NH+]=C(\N)C[NH2+]C
Orbital gap, eV: 11.4881

Element x y z (Å)
C1 0.957 0.331 -0.508
H1 0.924 -0.310 1.476
H2 -1.305 0.943 1.077
H3 1.254 0.560 -2.415
N1 1.750 0.655 -1.480
H4 -3.204 -1.014 0.050
H5 -0.854 -0.578 1.192
N2 -1.498 0.011 0.606
C2 -0.848 0.214 -0.711
H6 3.186 -1.303 0.361
H7 3.629 0.393 0.391
N3 1.451 -0.081 0.618
H8 -3.385 0.665 0.376
C3 2.884 -0.326 0.783
H9 -3.086 -0.644 1.672
H10 -1.104 -0.735 -1.220
H11 3.010 -0.400 1.906
C4 -2.919 -0.225 0.679
H12 2.597 1.146 -1.390
H13 -1.260 0.936 -1.399

Atomic partial charges in e from the Löwdin method, atoms 1 to 8:
1 C -0.199
2 H 0.164
3 H 0.213
4 H 0.195
5 N 0.235
6 H 0.106
7 H 0.183
8 N -0.053

Run x
Here is a 2-piece molecular cluster, C4H13N3 overall from OMol25. Energies are from wB97M-V/def2-TZVPD.

Computed properties:
Net charge: +2
Orbital gap, eV: 11.1792

Element x y z (Å)
H1 0.898 -3.309 0.616
H2 0.517 1.456 -1.476
N1 -0.062 -0.130 0.259
C1 -1.090 2.476 -0.408
H3 1.025 0.528 1.773
H4 -2.129 2.416 -0.202
C2 0.929 -2.247 0.801
H5 1.926 -2.021 1.155
H6 -0.760 3.197 -1.144
H7 -0.504 2.590 0.522
N2 0.095 0.534 1.499
N3 0.407 -1.694 -1.474
C3 0.343 -1.320 -0.192
H8 0.293 -2.641 -1.770
H9 0.436 -1.052 -2.287
H10 -0.444 1.341 1.242
H11 -0.507 -0.005 2.207
H12 -1.224 0.903 -1.744
H13 0.327 -2.373 1.740
C4 -0.476 1.350 -1.118

Atomic partial charges in e from the Löwdin method, atoms 1 to 8:
1 H 0.108
2 H 0.109
3 N 0.023
4 C -0.045
5 H 0.167
6 H 0.110
7 C 0.015
8 H 0.116

List of relative energies, unit hartree: run w 0.0000; run x 0.0785

Run w
Here is an isolated ion of composition C4H13N3 and charge +2 from OMol25. Energies are from wB97M-V/def2-TZVPD.

Computed properties:
Net charge: +2
Structure (SMILES): C[NH2+]/[N+](C)=C(\C)N
Orbital gap, eV: 11.2755

Element x y z (Å)
H1 -2.181 0.332 2.401
H2 0.609 -2.548 -0.397
H3 -0.201 1.297 1.876
H4 2.122 -1.893 -0.409
N1 0.289 0.617 -0.061
C1 1.189 -1.752 -0.088
H5 -1.670 -1.180 1.332
H6 0.939 0.485 -2.595
H7 1.068 -1.044 -2.657
H8 -0.159 2.559 0.060
N2 0.873 -0.322 -1.984
H9 0.381 -0.156 1.838
C2 0.815 -0.442 -0.679
C3 -1.712 -0.146 1.574
C4 -0.221 1.789 -0.713
N3 -0.062 0.495 1.318
H10 0.474 1.855 -1.587
H11 -2.359 0.256 0.874
H12 -1.189 1.777 -1.113
H13 0.995 -1.980 1.010

Atomic partial charges in e from the Löwdin method, atoms 1 to 8:
1 H 0.104
2 H 0.101
3 H 0.165
4 H 0.075
5 N -0.070
6 C 0.082
7 H 0.092
8 H 0.151

Run x
Here is an isolated ion of composition C4H13N3 and charge +2 from OMol25. Energies are from wB97M-V/def2-TZVPD.

Computed properties:
Net charge: +2
Structure (SMILES): CC[N@@H+]1CNC[NH2+]1
Orbital gap, eV: 12.1804

Element x y z (Å)
H1 1.295 -1.142 1.283
H2 2.087 1.163 0.885
C1 1.390 1.821 0.501
C2 0.698 -1.212 0.377
H3 1.347 -1.111 -0.455
H4 -1.698 0.057 -1.341
H5 -0.583 -2.590 1.250
H6 1.927 2.671 0.114
C3 -1.277 -1.927 -0.607
H7 -0.275 2.241 -0.617
N1 -1.467 -0.379 -0.399
H8 -0.930 -2.235 -1.575
N2 -0.286 0.203 0.265
H9 -2.182 -0.200 0.272
C4 0.339 1.340 -0.492
H10 -0.541 0.652 1.162
H11 0.842 2.164 1.332
N3 -0.250 -2.163 0.395
H12 0.822 0.988 -1.393
H13 -2.193 -2.525 -0.513

Atomic partial charges in e from the Löwdin method, atoms 1 to 8:
1 H 0.161
2 H 0.068
3 C -0.032
4 C -0.006
5 H 0.142
6 H 0.238
7 H 0.173
8 H 0.120

Run y
Here is a 3-piece molecular cluster, C4H13N3 overall from OMol25. Energies are from wB97M-V/def2-TZVPD.

Computed properties:
Net charge: +2
Orbital gap, eV: 5.3209

Element x y z (Å)
H1 3.133 -0.206 3.970
C1 2.757 1.044 2.220
C2 1.506 1.778 2.373
H2 2.592 -2.262 1.873
H3 -4.451 2.422 -3.333
H4 1.197 1.571 1.256
H5 3.047 1.092 1.151
H6 3.556 1.684 2.826
H7 -3.110 -1.924 -2.173
N1 -3.783 -2.557 -4.131
H8 1.446 2.881 2.205
H9 -3.752 2.492 -3.081
C3 3.271 -0.384 2.833
H10 0.714 1.324 3.081
N2 2.407 -1.232 2.055
H11 -3.316 -3.382 -4.372
N3 -3.719 -0.332 -3.436
C4 -3.518 -1.589 -3.151
H12 -4.385 -2.051 -4.790
H13 4.409 -0.372 2.625

Atomic partial charges in e from the Löwdin method, atoms 1 to 8:
1 H 0.219
2 C -0.268
3 C -0.105
4 H 0.144
5 H 0.008
6 H 0.114
7 H 0.117
8 H 0.182

List of relative energies, unit hartree: run w 0.0184; run x 0.0000; run y 0.3226

Run w
Here is a 2-piece molecular cluster, C4H13N3 overall from OMol25. Energies are from wB97M-V/def2-TZVPD.

Computed properties:
Net charge: +2
Orbital gap, eV: 8.9334

Element x y z (Å)
H1 -3.986 0.144 0.813
N1 3.139 -1.004 0.501
H2 -2.955 1.736 -0.813
H3 3.900 -1.345 -0.174
H4 -0.885 1.396 -0.491
N2 -3.005 0.712 -0.941
H5 -0.742 -0.340 -1.084
H6 0.775 -0.239 1.086
C1 1.957 -0.482 -0.563
H7 -2.137 -0.116 1.965
N3 -1.834 0.036 0.986
C2 -0.342 0.449 -0.446
H8 1.583 -1.394 -1.004
C3 -2.979 0.202 0.337
H9 2.456 0.277 -1.291
H10 -3.734 0.325 -1.648
C4 0.993 0.325 0.214
H11 3.626 -0.279 1.131
H12 1.283 1.385 0.354
H13 2.886 -1.788 1.068

Atomic partial charges in e from the Löwdin method, atoms 1 to 8:
1 H 0.163
2 N 0.195
3 H 0.136
4 H 0.194
5 H 0.097
6 N 0.032
7 H 0.116
8 H 0.119

Run x
Here is an isolated ion of composition C4H13N3 and charge +2 from OMol25. Energies are from wB97M-V/def2-TZVPD.

Computed properties:
Net charge: +2
Structure (SMILES): CC[N@@H+]1CNC[NH2+]1
Orbital gap, eV: 11.9735

Element x y z (Å)
H1 1.290 1.561 0.632
N1 0.150 0.154 -0.328
N2 -2.212 0.499 -0.191
H2 -0.605 -1.791 -0.951
H3 0.494 0.097 -1.407
H4 1.205 0.052 1.474
H5 3.367 0.130 0.362
C1 -2.016 -0.768 0.388
C2 2.553 0.065 -0.255
H6 -0.904 1.441 1.012
N3 -0.494 -1.155 -0.112
H7 -2.818 -1.489 0.186
H8 -0.887 1.992 -0.779
C3 1.285 0.427 0.511
C4 -1.097 1.275 -0.021
H9 2.471 -0.975 -0.481
H10 2.937 0.675 -1.167
H11 0.049 -1.852 0.643
H12 -2.804 0.428 -0.963
H13 -1.962 -0.765 1.446

Atomic partial charges in e from the Löwdin method, atoms 1 to 8:
1 H 0.174
2 N -0.060
3 N 0.026
4 H 0.215
5 H 0.269
6 H 0.125
7 H 0.065
8 C -0.020

List of relative energies, unit hartree: run w 0.0000; run x 0.0358

Run w
Here is a 2-piece molecular cluster, C6H13NO overall from OMol25. Energies are from wB97M-V/def2-TZVPD.

Computed properties:
Multiplicity: 2
Net charge: -1
Orbital gap (spin up / spin down), eV: 3.7930 / 6.4684

Element x y z (Å)
C1 -1.081 -1.107 0.126
H1 0.605 -0.720 -1.135
H2 2.879 -0.747 0.911
H3 -1.628 1.455 -0.612
O1 -2.493 1.441 -1.045
H4 2.376 1.719 0.796
C2 0.641 0.653 0.522
H5 -1.150 -2.110 -1.775
C3 2.928 -0.075 0.044
H6 -1.067 1.050 1.715
H7 -1.526 -1.079 1.112
C4 -0.039 1.314 1.526
H8 -2.074 -2.978 -0.549
H9 2.789 -0.656 -0.860
N1 1.974 1.006 0.220
C5 -1.786 -1.977 -0.892
H10 -2.984 2.170 -0.664
H11 -2.694 -1.485 -1.269
H12 3.929 0.367 0.012
H13 0.350 2.168 2.069
C6 0.051 -0.409 -0.251

Atomic partial charges in e from the Löwdin method, atoms 1 to 8:
1 C -0.252
2 H 0.076
3 H 0.075
4 H -0.002
5 O -0.084
6 H 0.081
7 C -0.482
8 H 0.049

Run x
Here is an isolated ion of composition C6H13NO and charge -1 from OMol25. Energies are from wB97M-V/def2-TZVPD.

Computed properties:
Multiplicity: 2
Net charge: -1
Orbital gap (spin up / spin down), eV: 3.4700 / 6.9752

Element x y z (Å)
H1 -1.300 -0.328 2.186
H2 0.498 -2.631 -2.206
H3 0.690 2.330 1.643
C1 -0.505 -1.745 -0.525
H4 0.385 -1.015 -2.486
H5 -0.836 2.059 1.102
N1 -0.049 1.570 1.450
C2 0.416 0.452 0.577
H6 -1.405 0.157 -0.589
C3 0.530 -1.764 -1.667
H7 -2.671 -0.019 1.179
H8 -2.143 -1.760 1.406
C4 1.174 0.862 -0.563
H9 1.993 0.293 -0.917
C5 -0.829 -0.354 0.201
H10 -0.237 -2.653 0.123
H11 -1.477 -2.048 -1.185
C6 -1.906 -0.689 1.341
O1 1.387 2.033 -0.836
H12 1.485 -1.896 -1.212
H13 0.990 -0.322 1.317

Atomic partial charges in e from the Löwdin method, atoms 1 to 8:
1 H 0.051
2 H 0.005
3 H 0.096
4 C -0.239
5 H 0.092
6 H 0.034
7 N 0.006
8 C -0.429

List of relative energies, unit hartree: run w 0.0000; run x 0.0528

Run w
Here is a 2-piece molecular cluster, C2H7NS2 overall from OMol25. Energies are from wB97M-V/def2-TZVPD.

Computed properties:
Net charge: 0
Structure (SMILES): C=N.CSS
Orbital gap, eV: 8.5858

Element x y z (Å)
H1 -2.272 -0.260 2.087
N1 6.078 5.805 -2.650
H2 -2.459 -1.556 3.430
C1 -2.054 -1.256 2.462
H3 -1.024 -1.609 2.443
C2 4.941 6.078 -2.144
S1 -2.979 -2.300 1.161
H4 4.860 6.108 -1.044
S2 -1.247 -2.744 -0.059
H5 -1.949 -2.736 -1.225
H6 4.069 6.264 -2.795
H7 6.211 4.861 -3.001

Atomic partial charges in e from the Löwdin method, atoms 1 to 8:
1 H 0.015
2 N -0.036
3 H 0.023
4 C -0.424
5 H 0.002
6 C -0.140
7 S 0.320
8 H 0.062

Run x
Here is a 2-piece molecular cluster, C2H7NS2 overall from OMol25. Energies are from wB97M-V/def2-TZVPD.

Computed properties:
Net charge: 0
Structure (SMILES): C=N.CSS
Orbital gap, eV: 9.4182

Element x y z (Å)
N1 -1.854 -1.208 -1.356
H1 -2.571 -2.239 0.273
H2 1.645 2.195 0.509
C1 1.541 1.503 -0.327
H3 -1.576 -0.421 -0.779
H4 0.649 1.801 -0.866
S1 1.431 0.450 2.523
C2 -2.606 -2.058 -0.806
H5 2.546 1.191 2.544
H6 -3.333 -2.663 -1.350
H7 2.473 1.591 -0.889
S2 1.655 -0.142 0.525

Atomic partial charges in e from the Löwdin method, atoms 1 to 8:
1 N 0.010
2 H 0.059
3 H -0.008
4 C -0.457
5 H 0.024
6 H 0.029
7 S 0.284
8 C -0.150

Run y
Here is a 2-piece molecular cluster, C2H7NS2 overall from OMol25. Energies are from wB97M-V/def2-TZVPD.

Computed properties:
Net charge: 0
Structure (SMILES): C=CN.SS
Orbital gap, eV: 8.2409

Element x y z (Å)
H1 -3.009 0.663 1.307
H2 0.475 0.015 0.145
S1 1.879 -1.172 -2.688
H3 2.514 -1.658 -1.577
S2 2.181 0.896 -2.470
C1 -2.020 0.545 0.889
H4 -1.051 -0.207 2.653
H5 0.982 1.528 -2.359
C2 -1.066 -0.093 1.580
H6 0.842 -0.617 1.714
N1 0.169 -0.424 0.991
H7 -1.897 0.525 -0.184

Atomic partial charges in e from the Löwdin method, atoms 1 to 8:
1 H 0.035
2 H 0.046
3 S 0.208
4 H -0.191
5 S 0.196
6 C -0.043
7 H 0.096
8 H -0.201

Run z
Here is a 2-piece molecular cluster, C2H7NS2 overall from OMol25. Energies are from wB97M-V/def2-TZVPD.

Computed properties:
Net charge: 0
Structure (SMILES): C=CN.SS
Orbital gap, eV: 8.7061

Element x y z (Å)
N1 0.708 -3.111 0.787
S1 -0.183 2.590 -1.188
H1 0.487 -3.689 -0.010
S2 0.776 1.080 -0.154
H2 0.192 0.060 -0.772
H3 0.029 3.592 -0.321
H4 -1.807 -2.250 -0.332
H5 1.309 -3.494 1.488
H6 -0.205 -1.986 2.289
C1 -0.393 -2.385 1.291
C2 -1.612 -2.159 0.740
H7 -2.427 -1.925 1.435

Atomic partial charges in e from the Löwdin method, atoms 1 to 8:
1 N 0.031
2 S 0.209
3 H 0.082
4 S 0.208
5 H -0.222
6 H -0.206
7 H 0.043
8 H 0.070

List of relative energies, unit hartree: run w 0.0779; run x 0.0117; run y 0.0000; run z 0.0030

Run w
Here is C17H24B2CaF8O15 as an isolated structure from OMol25. Energies are from wB97M-V/def2-TZVPD.

Computed properties:
Net charge: 0
Orbital gap, eV: 11.1121

Element x y z (Å)
H1 -3.319 -4.848 9.353
H2 -5.126 -3.092 9.094
H3 4.849 -2.454 7.243
H4 5.870 -2.583 8.632
H5 -4.227 -2.108 10.355
O1 5.891 -0.710 12.521
C1 -4.450 -3.098 9.948
H6 -1.862 -3.909 7.872
H7 -5.019 -3.512 10.785
H8 6.188 1.892 10.863
H9 0.887 2.675 17.150
H10 -0.483 2.353 16.196
C2 4.441 -4.223 8.578
C3 0.174 3.990 14.433
O2 1.121 0.929 15.989
C4 4.655 -0.357 12.188
H11 -4.214 -3.289 14.674
C5 5.867 1.531 11.835
C6 4.848 -2.772 8.288
O3 -0.224 -2.478 14.262
O4 -2.224 -3.462 14.259
F1 -0.514 1.771 11.713
H12 7.548 0.170 11.651
O5 4.556 0.908 11.767
C7 -3.139 -3.818 9.672
C8 -1.163 -3.360 10.689
C9 1.159 3.026 15.027
H13 -0.108 4.857 15.029
O6 -2.415 -3.730 10.906
H14 -2.868 -3.003 17.294
H15 5.781 2.302 12.595
O7 3.688 -1.059 12.233
O8 4.039 -2.007 9.160
F2 3.562 -5.214 13.942
F3 2.939 -2.999 14.204
B1 -0.313 0.400 11.533
O9 1.721 -0.201 14.144
C10 -2.964 -2.597 16.287
H16 -2.512 -2.312 8.158
O10 -0.990 -2.950 9.420
H17 0.582 4.385 13.498
C11 0.603 2.211 16.205
F4 -0.703 -0.350 12.651
F5 -1.111 0.010 10.443
H18 2.012 3.608 15.395
C12 -1.297 -2.599 14.756
B2 2.776 -4.167 13.464
C13 -3.296 -3.608 15.170
C14 6.758 0.392 12.367
F6 1.425 -4.505 13.503
C15 -2.165 -3.218 8.661
H19 7.160 0.738 13.318
F7 3.179 -3.763 12.182
O11 2.024 -2.357 10.092
C16 2.980 -2.767 9.536
O12 3.228 -4.062 9.280
F8 1.034 0.025 11.316
H20 -3.353 -4.640 15.520
O13 1.556 2.029 14.106
O14 -0.274 -3.381 11.478
H21 -3.757 -1.846 16.290
O15 -1.708 -2.075 15.903
H22 -0.744 3.484 14.122
C17 1.497 0.814 14.694
Ca1 1.479 -2.087 12.401
H23 5.239 -4.653 9.183
H24 4.358 -4.789 7.653

Atomic partial charges in e from the Löwdin method, atoms 1 to 8:
1 H 0.151
2 H 0.086
3 H 0.128
4 H 0.128
5 H 0.097
6 O 0.109
7 C -0.020
8 H 0.131

Run x
Here is C17H24B2CaF8O15 as an isolated structure from OMol25. Energies are from wB97M-V/def2-TZVPD.

Computed properties:
Net charge: 0
Orbital gap, eV: 11.3734

Element x y z (Å)
H1 3.429 5.695 -3.886
B1 0.546 9.080 2.529
O1 -3.221 8.746 2.081
C1 3.464 6.783 -3.854
F1 -3.100 5.947 0.934
H2 1.877 1.584 2.025
C2 3.380 7.262 -2.425
C3 -0.795 8.314 -4.936
O2 0.617 7.653 -0.442
C4 1.612 7.777 -1.078
H3 4.205 6.832 -1.852
O3 -3.415 10.729 1.032
B2 -3.040 5.498 -0.421
C5 -3.189 9.938 2.085
H4 -0.809 7.290 -4.554
F2 -0.402 9.495 1.543
H5 -2.391 12.459 0.685
H6 -0.226 1.211 -0.037
F3 -4.148 5.990 -1.113
C6 -2.728 7.859 6.441
H7 -3.615 5.911 6.797
F4 0.062 9.336 3.812
O4 2.337 8.899 -1.154
H8 2.864 9.278 -3.108
F5 0.648 7.667 2.358
C7 -2.091 8.920 -1.817
F6 1.753 9.725 2.309
F7 -1.838 6.091 -0.917
O5 -0.725 2.837 1.094
O6 -1.141 9.211 -2.728
C8 3.274 8.768 -2.234
C9 0.137 3.850 1.236
O7 -1.801 6.648 3.408
H9 -3.110 12.729 3.476
O8 1.412 3.409 1.296
C10 -3.098 8.561 -3.810
C11 -2.636 11.991 2.836
H10 -3.090 8.863 6.211
O9 2.159 6.791 -1.824
H11 2.039 1.726 0.230
O10 -3.249 8.600 -2.402
C12 1.457 1.990 1.106
F8 -3.009 4.115 -0.483
O11 -0.167 4.997 1.321
H12 -4.787 7.114 6.353
C13 -0.035 1.605 0.962
H13 -4.062 12.666 1.280
C14 -2.306 6.889 4.457
H14 0.221 8.702 -4.875
H15 4.203 9.237 -1.921
H16 -3.862 9.151 -4.311
H17 2.632 7.162 -4.448
H18 -1.145 8.287 -5.966
O12 -1.921 8.929 -0.636
H19 -0.371 0.873 1.691
O13 -1.725 7.545 5.467
H20 -1.790 10.179 -4.396
H21 -2.327 7.817 7.448
H22 -1.554 12.118 2.878
O14 -3.578 6.530 4.777
C15 -1.693 9.147 -4.053
O15 -2.963 10.665 3.203
H23 -3.180 7.527 -4.150
C16 -3.770 6.779 6.149
C17 -3.140 12.096 1.384
Ca1 -1.320 7.274 1.107
H24 4.414 7.097 -4.289

Atomic partial charges in e from the Löwdin method, atoms 1 to 8:
1 H 0.088
2 B -1.247
3 O 0.114
4 C -0.022
5 F 0.004
6 H 0.126
7 C -0.314
8 C -0.018

List of relative energies, unit hartree: run w 0.0478; run x 0.0000